one | # C3H10NO2

A cluster of 2 separate species, C3H10NO2 in total (the ωB97M-V functional and the def2-TZVPD basis, OMol25).

Structure (XYZ):
```
16
Properties=species:S:1:pos:R:3:nbo_charge:R:1
C -0.1368 -0.3634 0.1614 -0.006
O -1.1538 -0.3158 -0.6994 -0.925
C 0.3882 0.9065 0.8948 -0.083
C 0.9430 0.7240 2.3058 -0.615
N 1.2560 1.7151 0.0602 -0.861
H 0.8471 -0.7039 -0.2761 0.074
H -0.3423 -1.0738 1.0048 0.075
H -0.5566 1.4253 1.1605 0.137
H 2.0046 0.4453 2.2822 0.188
H 1.0450 1.6882 2.8157 0.184
H 0.3128 -0.0084 2.7970 0.207
H 1.0501 1.6048 -0.9221 0.368
H 1.1681 2.7080 0.2432 0.337
H -1.1008 -1.4296 -1.8341 0.511
H -0.7525 -2.8895 -1.9085 0.436
O -1.1778 -2.2281 -2.4675 -1.028
```

Output
HOMO energy ... -3.23 eV
Net charge ... -1
Orbital gap ... 7.399 eV

two | # C3H10NO2

A cluster of 2 separate species, C3H10NO2 in total (the ωB97M-V functional and the def2-TZVPD basis, OMol25).

Structure (XYZ):
```
16
Properties=species:S:1:pos:R:3:nbo_charge:R:1
C -0.1206 0.6288 1.6573 -0.408
N 0.0270 0.4230 0.1756 -0.718
C 0.2358 -0.8996 -0.5811 -0.256
C 1.6724 -0.8010 -1.2633 -0.022
O 1.6404 0.1258 -2.2391 -0.941
H -0.0363 1.6703 1.9733 0.199
H 0.7354 0.0245 2.1411 0.162
H -1.0793 0.2980 2.0387 0.184
H 0.6139 0.9597 -0.3809 0.404
H -0.5350 -0.9216 -1.4888 0.176
H -0.0615 -1.7597 0.0813 0.152
H 2.0213 -1.8937 -1.5338 0.061
H 2.2926 -0.5091 -0.3830 0.073
H -1.6615 0.8471 -0.0411 0.499
H -3.1507 0.5181 -0.0708 0.442
O -2.5939 1.2894 -0.0854 -1.005
```

Output
HOMO energy ... -2.75 eV
Net charge ... -1
Orbital gap ... 6.644 eV

three | # C3H10NO2

A cluster of 2 separate species, C3H10NO2 in total (the ωB97M-V functional and the def2-TZVPD basis, OMol25).

Structure (XYZ):
```
16
Properties=species:S:1:pos:R:3:nbo_charge:R:1
C -0.4461 1.1887 0.7477 -0.473
N 0.4277 -0.0928 0.4117 -0.700
C 0.0300 -0.4686 -0.9813 -0.290
C -1.4141 -1.1374 -0.9088 -0.035
O -1.8179 -1.7895 0.2555 -0.948
H 0.1472 1.7941 1.5381 0.175
H -1.4222 0.8688 1.3332 0.216
H -0.6836 1.8944 -0.1008 0.184
H -0.1413 -0.8635 0.8281 0.417
H 0.7116 -1.2972 -1.1396 0.174
H 0.0189 0.4458 -1.5600 0.174
H -1.4549 -1.7582 -1.8604 0.097
H -2.2134 -0.1860 -1.0569 0.040
H 3.2974 0.0494 0.5525 0.447
H 2.0557 0.7072 0.7451 0.497
O 2.9051 0.6449 1.1959 -0.976
```

Output
HOMO energy ... -2.88 eV
Net charge ... -1
Orbital gap ... 6.965 eV

four | # C3H10NO2

A cluster of 2 separate species, C3H10NO2 in total (the ωB97M-V functional and the def2-TZVPD basis, OMol25).

Structure (XYZ):
```
16
Properties=species:S:1:pos:R:3:nbo_charge:R:1
C -0.6302 -0.3027 1.1643 -0.434
N -0.3998 0.3080 -0.1413 -0.678
C 0.6841 -0.3611 -0.9156 -0.247
C 1.9952 -0.5014 -0.1618 -0.038
O 2.5009 0.6775 0.2140 -0.962
H -1.4143 0.2569 1.6925 0.170
H 0.2462 -0.2077 1.8204 0.202
H -0.9602 -1.3321 1.0387 0.174
H 0.0176 1.2183 0.0215 0.371
H 0.8204 0.3037 -1.7741 0.174
H 0.2949 -1.2640 -1.3724 0.150
H 2.6578 -1.1201 -0.8160 0.071
H 1.7845 -1.2155 0.6806 0.061
H -3.1832 -0.3389 0.2280 0.462
H -2.5749 0.7082 -0.6357 0.498
O -3.4442 0.3119 -0.4449 -0.973
```

Output
HOMO energy ... -2.57 eV
Net charge ... -1
Orbital gap ... 6.522 eV

Which structure is the least stable? The one labeled three.

one | # C3H10NO2

A cluster of 2 separate species, C3H10NO2 in total (the ωB97M-V functional and the def2-TZVPD basis, OMol25).

Structure (XYZ):
```
16
Properties=species:S:1:pos:R:3:nbo_charge:R:1
C -0.1079 1.3298 -1.1218 -0.238
C -0.3879 0.5137 0.1792 -0.465
C 0.9395 -0.1890 0.8478 0.044
O 0.7633 -1.4715 1.1027 -0.966
N -1.0238 2.3653 -1.4612 -0.851
H -0.1270 0.5287 -1.8799 0.173
H 0.9523 1.5567 -1.1917 0.184
H -0.8296 1.0811 0.9921 0.167
H -1.0670 -0.2511 -0.1996 0.186
H 1.2920 0.4952 1.6523 0.072
H 1.6739 0.1224 0.0201 0.034
H -0.9881 3.1811 -0.8628 0.340
H -2.0117 2.1525 -1.3969 0.347
H 0.6529 -3.1930 1.4610 0.532
H -0.0315 -4.0988 0.4681 0.450
O 0.3007 -4.1234 1.3905 -1.008
```

Output
HOMO energy ... -2.85 eV
Net charge ... -1
Orbital gap ... 6.904 eV

two | # C3H10NO2

A cluster of 2 separate species, C3H10NO2 in total (the ωB97M-V functional and the def2-TZVPD basis, OMol25).

Structure (XYZ):
```
16
Properties=species:S:1:pos:R:3:nbo_charge:R:1
C 0.5004 0.6585 -0.3127 -0.251
C 0.1116 -0.7345 -0.0640 -0.528
C 1.6315 -1.5179 0.1797 0.072
O 2.2648 -0.9977 1.0833 -0.878
N -0.4089 1.7521 -0.7366 -0.909
H 1.3083 0.6126 -1.2065 0.130
H 1.1739 0.8976 0.5584 0.233
H -0.5255 -0.7023 0.9011 0.143
H -0.5978 -1.1335 -0.7914 0.155
H 1.9652 -1.2699 -0.7937 0.065
H 1.1875 -2.4549 0.3987 0.071
H -0.5486 2.6239 -0.2864 0.359
H -0.4121 1.9592 -1.7381 0.349
H -2.7778 -0.5405 1.3756 0.465
H -2.0710 0.4899 0.4043 0.506
O -2.8016 0.3574 1.0282 -0.982
```

Output
HOMO energy ... -2.36 eV
Net charge ... -1
Orbital gap ... 6.507 eV

Which structure is the least stable? The one labeled two.

one | # C2H9N3

A cluster of 2 separate species, C2H9N3 in total (the ωB97M-V functional and the def2-TZVPD basis, OMol25).

Structure (XYZ):
```
14
Properties=species:S:1:pos:R:3:nbo_charge:R:1
C -2.4463 -1.0600 -1.1795 -0.055
N -1.6998 -1.2614 -2.2308 -0.606
H -3.2368 -1.8586 -1.1025 0.166
H -2.7447 -0.1575 -0.6796 0.155
H -1.4531 -0.4244 -2.7425 0.340
N 0.9209 1.0210 -0.2012 -0.869
C 0.7737 0.7080 1.2017 -0.055
N 1.9025 -0.0256 1.8896 -0.860
H 1.0892 0.2926 -0.8679 0.369
H 1.4920 1.8402 -0.3732 0.363
H 0.4853 1.6023 1.7065 0.185
H -0.0063 -0.0606 1.3822 0.179
H 2.0073 -0.9124 1.4270 0.342
H 2.9161 0.2965 1.7702 0.347
```

Output
SMILES ... C=N.NCN
HOMO energy ... -8.91 eV
Orbital gap ... 9.795 eV

two | # C2H9N3

A cluster of 2 separate species, C2H9N3 in total (the ωB97M-V functional and the def2-TZVPD basis, OMol25).

Structure (XYZ):
```
14
Properties=species:S:1:pos:R:3:nbo_charge:R:1
C -5.2048 1.0617 -0.3214 -0.061
N -6.4129 1.0281 -0.7359 -0.604
H -5.0429 0.4890 0.5908 0.178
H -4.5213 1.7579 -0.8053 0.154
H -6.6516 1.8911 -1.2268 0.332
N 3.6732 0.2000 0.8594 -0.874
C 2.6335 -0.4217 0.0248 -0.066
N 2.8756 -1.7930 -0.3302 -0.857
H 3.4282 0.3322 1.8302 0.354
H 4.5215 -0.3534 0.8854 0.351
H 1.6698 -0.3422 0.5688 0.165
H 2.5088 0.3492 -0.7493 0.186
H 2.9402 -2.4077 0.4576 0.373
H 3.5828 -1.7914 -1.0480 0.368
```

Output
SMILES ... C=N.NCN
HOMO energy ... -8.83 eV
Orbital gap ... 9.898 eV

Which structure is the least stable? The one labeled one.

one | # C4H8NO

The ion C4H8NO with charge +1 (the ωB97M-V functional and the def2-TZVPD basis, OMol25).

Structure (XYZ):
```
14
Properties=species:S:1:pos:R:3:nbo_charge:R:1
C -2.7068 -0.3746 0.6945 0.107
C -0.8483 -0.3460 -0.2343 -0.273
C 0.4030 0.1110 0.0372 0.321
C 2.7179 0.0076 0.2665 -0.245
N -2.0767 0.4970 -0.3183 -0.580
O 1.5588 -0.5734 0.0152 -0.410
H -3.1104 -1.2202 0.1479 0.130
H -0.7600 -1.3420 -0.6253 0.276
H 0.4191 1.0938 0.4327 0.178
H 3.1043 0.0601 -0.7183 0.209
H 3.2185 -0.7958 0.8940 0.228
H 2.5385 0.9797 0.7679 0.186
H -2.4609 0.4164 -1.2150 0.426
H -1.9969 1.4864 -0.1446 0.448
```

Output
HOMO energy ... -14.35 eV
Net charge ... +1
Orbital gap ... 8.553 eV

two | # C4H8NO

The ion C4H8NO with charge +1 (the ωB97M-V functional and the def2-TZVPD basis, OMol25).

Structure (XYZ):
```
14
Properties=species:S:1:pos:R:3:nbo_charge:R:1
C 2.4194 -0.6454 1.0838 0.468
N 1.2912 -0.6662 0.9205 -0.206
C -0.1290 -0.3771 1.0176 0.202
O -0.7995 -1.2121 1.9571 -0.671
C -0.8794 -0.3566 -0.4132 -0.406
C -0.0603 0.6138 -1.2936 -0.625
H 3.5284 -0.7582 1.1868 0.326
H -0.2629 0.7292 1.4081 0.261
H -0.6820 -2.1719 1.8716 0.502
H -1.0502 -1.3383 -0.8799 0.240
H -1.8806 0.1827 -0.1814 0.248
H 0.8392 -0.0404 -1.5021 0.190
H 0.1443 1.5555 -0.8824 0.221
H -0.4686 0.6564 -2.2818 0.252
```

Output
SMILES ... C#[N+][C@H](O)CC
HOMO energy ... -15.39 eV
Net charge ... +1
Orbital gap ... 10.306 eV

three | # C4H8NO

The ion C4H8NO with charge +1 (the ωB97M-V functional and the def2-TZVPD basis, OMol25).

Structure (XYZ):
```
14
Properties=species:S:1:pos:R:3:nbo_charge:R:1
C -2.2832 0.6278 0.0998 -0.397
C -1.2160 -0.1412 -0.1501 -0.043
C 1.0623 -1.1056 0.1648 -0.284
C 1.6527 0.0979 -0.4632 0.454
N -0.0644 -0.2671 0.6223 -0.518
O 2.5822 0.6677 0.2190 -0.578
H -3.1169 0.6099 -0.5775 0.238
H -2.2718 1.4628 0.8073 0.220
H -1.0613 -0.6809 -1.0531 0.192
H 0.7577 -1.7780 -0.5405 0.238
H 1.6995 -1.5316 1.0120 0.271
H 1.5185 0.4166 -1.4922 0.227
H -0.1032 0.0833 1.5719 0.435
H 3.0699 1.4524 -0.0907 0.546
```

Output
HOMO energy (alpha / beta) ... -12.98 / -12.98 eV
Net charge ... +1
Orbital gap (alpha / beta) ... 7.829 / 7.830 eV

Which structure is the least stable? The one labeled one.

one | # C8H12O2

A cluster of 2 separate species, C8H12O2 in total (the ωB97M-V functional and the def2-TZVPD basis, OMol25).

Structure (XYZ):
```
22
Properties=species:S:1:pos:R:3:nbo_charge:R:1
C 3.1382 -0.3098 0.7328 -0.600
C 1.9641 0.0402 -0.1994 -0.047
C 0.8637 -0.8335 -0.2118 -0.193
C -0.2003 -0.4630 -0.9113 -0.263
C -0.1651 0.7693 -1.5678 0.286
O -1.1419 0.9619 -2.4898 -0.688
C 0.8784 1.7426 -1.4493 -0.282
C 1.9881 1.3282 -0.7327 -0.189
H 2.7879 -0.5033 1.6625 0.205
H 3.8555 0.4632 0.8541 0.212
H 3.5594 -1.3897 0.3302 0.199
H 0.9220 -1.7705 0.2979 0.215
H -1.0936 -1.1700 -1.0077 0.224
H -1.4827 1.9246 -2.4707 0.481
H 0.9265 2.6780 -2.0340 0.221
H 2.8936 2.0265 -0.6271 0.217
C -3.2640 -1.2753 1.7125 -0.247
O -3.8450 -0.0683 1.8170 -0.710
H -3.9888 -1.9663 2.1537 0.183
H -2.6987 -1.4103 0.7458 0.165
H -2.4105 -1.2413 2.3979 0.146
H -3.4868 0.4665 0.9973 0.464
```

Output
SMILES ... Cc1ccc(O)cc1.CO
HOMO energy ... -8.34 eV
Orbital gap ... 8.881 eV

two | # C8H12O2

An isolated molecule of C8H12O2 (the ωB97M-V functional and the def2-TZVPD basis, OMol25).

Structure (XYZ):
```
22
Properties=species:S:1:pos:R:3:nbo_charge:R:1
C -1.6578 -2.6656 0.4889 -0.201
C -1.8934 -1.4968 0.3787 -0.064
C -2.4400 -0.1415 0.3046 0.023
O -3.5567 0.0340 -0.5315 -0.692
C -1.3242 0.8067 -0.1319 -0.419
C -0.1163 0.7502 0.9000 -0.469
C 1.2036 0.7739 0.1451 0.320
O 1.2558 1.8668 -0.7468 -0.714
C 2.0526 -0.2381 0.1669 -0.293
C 3.3260 -0.1955 -0.7224 -0.657
H -1.2145 -3.6225 0.5873 0.235
H -2.6810 0.1328 1.4200 0.206
H -3.4116 -0.4713 -1.3356 0.477
H -1.7522 1.8167 -0.2150 0.210
H -0.7669 0.6139 -1.1296 0.227
H -0.2616 1.6031 1.5314 0.210
H -0.0757 -0.2323 1.4612 0.230
H 0.5317 2.6017 -0.5375 0.486
H 1.7460 -1.0728 0.9063 0.223
H 3.1485 0.0750 -1.8149 0.226
H 4.2556 0.3506 -0.4576 0.224
H 3.6323 -1.2891 -0.6678 0.211
```

Output
SMILES ... C#C[C@H](O)CC/C(O)=C/C
HOMO energy ... -8.75 eV
Orbital gap ... 9.443 eV

three | # C8H12O2

An isolated molecule of C8H12O2 (the ωB97M-V functional and the def2-TZVPD basis, OMol25).

Structure (XYZ):
```
22
Properties=species:S:1:pos:R:3:nbo_charge:R:1
C -2.8750 -0.2921 0.8215 -0.386
C -1.7523 -0.7986 0.1648 -0.214
C -0.4049 -0.1369 0.1955 0.183
O 0.0398 0.4195 1.3957 -0.277
O 0.0236 -0.4715 2.6259 -0.451
C -0.5722 1.1009 -0.7221 -0.441
C 0.7752 1.8168 -1.0986 -0.195
C 1.9873 1.0473 -0.9762 -0.161
C 2.1149 -0.3909 -0.5033 -0.450
C 0.7035 -1.1310 -0.3258 -0.415
H -2.6010 0.6219 1.4281 0.210
H -3.8830 -0.7529 0.8177 0.218
H -1.8121 -1.7674 -0.3623 0.206
H 0.4025 -1.3436 2.4122 0.451
H -1.2532 1.7565 -0.1938 0.230
H -1.2057 0.7543 -1.5922 0.228
H 0.6430 2.8373 -1.4209 0.214
H 2.8885 1.5595 -1.0197 0.195
H 2.7028 -0.3387 0.3951 0.221
H 2.8458 -1.0003 -1.0906 0.223
H 0.8515 -1.9987 0.3229 0.202
H 0.3814 -1.4913 -1.2739 0.210
```

Output
SMILES ... C=C[C@]1(OO)CC=CCC1
HOMO energy ... -8.86 eV
Orbital gap ... 9.604 eV

Which structure is the least stable? The one labeled three.

one | # C8H12O2

An isolated molecule of C8H12O2 (the ωB97M-V functional and the def2-TZVPD basis, OMol25).

Structure (XYZ):
```
22
Properties=species:S:1:pos:R:3:nbo_charge:R:1
O 3.6024 -0.0646 -0.4449 -0.527
C 2.4681 0.0407 -0.1395 0.612
C 1.6554 1.2467 0.2420 -0.525
C 0.3206 0.7904 -0.2213 -0.188
C -1.1626 1.2409 0.1127 -0.436
C -1.8173 0.0642 -0.5257 0.119
O -3.1244 -0.1895 0.1003 -0.750
C -1.0421 -1.2787 -0.2196 -0.416
C 0.2832 -0.7816 0.4426 -0.185
C 1.6374 -1.1865 0.1514 -0.553
H 1.8757 1.0129 1.3110 0.229
H 1.9110 2.3744 0.1109 0.246
H 0.3636 0.6233 -1.3882 0.190
H -1.2878 1.3083 1.1927 0.219
H -1.5835 2.1482 -0.3640 0.211
H -1.8471 0.2457 -1.6177 0.169
H -3.8624 0.4034 -0.1663 0.472
H -1.4505 -1.8106 0.5793 0.227
H -0.9268 -1.7392 -1.0933 0.203
H 0.1527 -0.8202 1.5727 0.201
H 1.7553 -1.8934 -0.6639 0.244
H 2.0790 -1.7349 1.0289 0.238
```

Output
SMILES ... O=C1C[C@@H]2CC(O)C[C@H]2C1
HOMO energy ... -9.22 eV
Orbital gap ... 10.008 eV

two | # C8H12O2

A cluster of 2 separate species, C8H12O2 in total (the ωB97M-V functional and the def2-TZVPD basis, OMol25).

Structure (XYZ):
```
22
Properties=species:S:1:pos:R:3:nbo_charge:R:1
O -0.0166 -1.8355 -0.7159 -0.699
C 0.5384 -0.8113 0.1092 0.058
C 2.0338 -0.9431 0.3976 -0.415
C 2.6500 0.5504 0.8000 -0.414
C 1.6535 1.3795 -0.0307 0.061
O 1.5400 0.9943 -1.4146 -0.492
C 0.4927 0.5984 -0.5688 0.023
H 0.2746 -1.6454 -1.5407 0.461
H 0.0159 -0.8044 1.0990 0.189
H 2.5184 -1.1192 -0.6370 0.215
H 2.2959 -1.5619 1.1942 0.214
H 2.5034 0.8024 1.7968 0.202
H 3.6651 0.5400 0.5949 0.217
H 1.5699 2.4140 0.0320 0.189
H -0.4851 0.9341 -0.7552 0.197
C -3.1890 -1.1539 -0.3646 -0.505
C -3.2612 0.0740 0.0307 0.103
C -3.0616 1.2834 0.3533 -0.523
H -3.9425 -1.9476 -0.4553 0.228
H -2.2571 -1.3930 -0.8607 0.246
H -2.5931 1.5115 1.3079 0.219
H -2.9454 2.1335 -0.3720 0.227
```

Output
SMILES ... O[C@H]1CC[C@H]2O[C@@H]12.C=C=C
HOMO energy ... -9.67 eV
Orbital gap ... 10.582 eV

Which structure is the least stable? The one labeled two.